CH3IO2P | ωB97M-V/def2-TZVPD

Last column: Löwdin charge in e.
Positions of all 8 atoms, in Å:
C (-0.4409, -1.2188, -2.2536)  0.080
O (0.0989, -0.3486, 2.8439)  -0.536
O (-0.5630, 1.2032, 0.9733)  -0.521
P (0.4657, 0.7791, 1.9394)  0.113
I (1.2343, 2.8046, 3.5129)  -0.045
H (-0.0376, -0.9095, -1.3189)  -0.040
H (-0.8540, -0.3888, -2.7743)  -0.039
H (0.0967, -1.9212, -2.9229)  -0.013

Output
* charge: -1
* energy above the lowest of the compared OMol25 structures with the same formula, charge and spin: 3.335 eV
* total energy: -22571.1597 eV
* HOMO (alpha / beta): -3.815 / -5.175 eV
* Kohn-Sham gap (alpha / beta): 6.5 / 7.7 eV

---

CH3IO2S2 | ωB97M-V/def2-TZVPD

Last column: Löwdin charge in e.
Positions of all 9 atoms, in Å:
C (-0.1586, 0.4089, 0.0540)  -0.101
O (-2.9298, -2.6470, -1.5394)  -0.652
O (-2.2082, -0.8421, 2.0524)  -0.602
S (-3.2988, -2.6948, -0.1188)  0.652
S (-2.1643, -0.8486, 0.6167)  0.155
I (-3.5625, 0.9391, -0.1253)  0.530
H (-0.4069, 1.4854, 0.0915)  0.005
H (0.6936, 0.3408, 0.7043)  -0.006
H (-0.0507, -0.3284, -0.7780)  0.019

Output
* energy above the lowest of the compared OMol25 structures with the same formula, charge and spin: 4.392 eV
* total energy: -34947.0686 eV
* HOMO (alpha / beta): -9.416 / -8.256 eV
* Kohn-Sham gap (alpha / beta): 7.7 / 6.4 eV

---

CH3IO3S2 | ωB97M-V/def2-TZVPD

Last column: Löwdin charge in e.
Positions of all 10 atoms, in Å:
C (1.1875, -0.0811, -1.0022)  -0.114
O (-0.2502, 1.9631, 1.4450)  -0.605
O (0.3828, -1.0637, 1.1188)  -0.380
O (-1.0988, -1.4047, -0.8467)  -0.359
S (-1.3531, 1.2209, 0.7675)  0.274
S (-0.2587, -0.5723, -0.0151)  0.368
I (-2.6832, -0.0939, 2.1318)  0.642
H (1.5969, -0.9441, -1.3106)  0.020
H (0.6350, 0.3327, -1.8368)  0.057
H (1.8418, 0.6430, -0.4517)  0.099

Output
* energy above the lowest of the compared OMol25 structures with the same formula, charge and spin: 0.559 eV
* total energy: -36996.9711 eV
* HOMO: -9.705 eV
* Kohn-Sham gap: 8.8 eV

---

CH3IOS | ωB97M-V/def2-TZVPD

Last column: Löwdin charge in e.
Positions of all 7 atoms, in Å:
C (-0.0666, 0.2296, -0.3877)  -0.462
O (-2.4478, -0.1302, 0.6267)  -0.579
S (-1.2161, 0.7191, 0.8396)  0.828
I (2.8377, -1.5604, 0.7851)  0.227
H (-0.2686, -0.1498, -1.4392)  0.081
H (0.6700, -0.3940, 0.1434)  -0.179
H (0.4914, 1.2856, -0.5679)  0.084

Output
* energy above the lowest of the compared OMol25 structures with the same formula, charge and spin: 1.693 eV
* total energy: -22066.3871 eV
* HOMO (alpha / beta): -10.085 / -8.693 eV
* Kohn-Sham gap (alpha / beta): 9.3 / 5.0 eV

---

CH3IOS2 | ωB97M-V/def2-TZVPD

Last column: Löwdin charge in e.
Positions of all 8 atoms, in Å:
C (1.3318, -0.0864, -0.1471)  -0.256
O (0.7343, -0.9798, 0.6692)  -0.689
S (-0.3692, -2.0203, 0.0162)  0.653
S (-3.0708, 2.3556, 0.4400)  -0.339
I (-3.0336, 0.0761, 0.0320)  0.369
H (2.1425, -0.5535, -0.6924)  0.082
H (1.7520, 0.9365, 0.3899)  0.154
H (0.5129, 0.2717, -0.7077)  0.026

Output
* energy above the lowest of the compared OMol25 structures with the same formula, charge and spin: 4.221 eV
* total energy: -32899.5987 eV
* HOMO (alpha / beta): -8.178 / -8.139 eV
* Kohn-Sham gap (alpha / beta): 4.5 / 4.4 eV

---

CH3IOS2 | ωB97M-V/def2-TZVPD

Last column: Löwdin charge in e.
Positions of all 8 atoms, in Å:
C (-1.2293, 0.8854, 0.6261)  -0.280
O (-0.9546, -0.6156, -1.4344)  -0.599
S (2.2949, -1.6184, -0.0409)  0.009
S (-1.2565, -0.6812, -0.0024)  0.803
I (2.5817, 0.7136, -0.0982)  0.338
H (-1.1928, 1.6294, -0.1711)  0.026
H (-1.3097, 1.1164, 1.6907)  0.023
H (1.0664, -1.4295, -0.5697)  -0.320

Output
* energy above the lowest of the compared OMol25 structures with the same formula, charge and spin: 1.361 eV
* total energy: -32902.4582 eV
* HOMO: -8.941 eV
* Kohn-Sham gap: 8.2 eV

---

CH3IS2 | ωB97M-V/def2-TZVPD

Last column: Löwdin charge in e.
Positions of all 7 atoms, in Å:
C (1.1831, 0.0139, 0.3199)  -1.083
S (-1.2512, 1.5715, 0.3447)  0.254
S (0.6696, 1.6429, -0.2701)  0.233
I (3.3771, -0.0838, -0.0071)  0.615
H (0.6695, -0.4086, 1.1170)  -0.073
H (0.8042, -1.2101, -0.6098)  0.149
H (-1.7834, 0.8308, -0.8238)  -0.095

Output
* energy above the lowest of the compared OMol25 structures with the same formula, charge and spin: 2.366 eV
* total energy: -30854.2549 eV
* HOMO: -9.207 eV
* Kohn-Sham gap: 9.1 eV

---

CH3N2O | ωB97M-V/def2-TZVPD

Last column: Löwdin spin population.
Positions of all 7 atoms, in Å:
C (0.5099, -0.5415, -0.1382)  0.070
N (0.1267, 0.9114, 0.1926)  0.791
N (-0.8081, -0.1060, 0.1199)  0.438
O (-1.9501, -0.1692, 0.1993)  0.642
H (0.8464, -0.9014, -1.0859)  0.015
H (0.9286, -1.0855, 0.5892)  0.023
H (0.3467, 1.8923, 0.1230)  0.021

Output
* charge: +1
* energy above the lowest of the compared OMol25 structures with the same formula, charge and spin: 3.087 eV
* spin multiplicity: 3
* total energy: -6096.6310 eV
* HOMO (alpha / beta): -14.512 / -17.616 eV
* Kohn-Sham gap (alpha / beta): 9.9 / 7.7 eV